This record from the Open Molecules 2025 dataset describes 9 unconnected molecules or ions with the total composition C14H13Cl24F4N2O2S at a distorted geometry. The level of theory is the ωB97M-V functional and the def2-TZVPD basis.

Values from the calculation:
- E_tot: -344037.889 eV
- ΔE to the lowest compared entry with this formula, charge and spin: 11.5 kcal/mol
- Total charge: +1

The geometry in XYZ format:
```
60
Properties=species:S:1:pos:R:3:forces:R:3:mulliken_charge:R:1
Cl 4.3882 -2.4161 -8.9211 -0.057 -0.057 0.047 -0.0993
O -1.0124 -2.8458 1.8809 -0.454 1.449 -0.687 -0.5699
Cl -3.7802 -0.7392 5.5404 -1.432 -0.885 0.162 -0.0380
Cl 2.9135 5.6925 0.6712 -0.002 0.380 0.252 -0.1096
C -4.1484 -2.4091 6.0482 -0.479 -0.243 0.184 0.1368
C -0.3689 -1.3998 -9.0954 -0.001 0.019 -0.062 0.3693
C 3.9557 6.9254 -0.0639 0.130 0.079 -0.293 0.0145
Cl -3.3350 5.4404 5.2513 -0.052 0.594 0.124 -0.1336
Cl -1.9859 -1.8990 -9.5979 0.047 -0.015 0.049 -0.1316
C -0.9181 -0.7018 4.7113 0.174 0.626 0.686 -0.0389
Cl 5.4039 6.1841 -0.7413 -0.060 0.011 0.077 -0.1090
H 4.5441 -4.6137 -8.1235 0.033 0.038 -0.005 0.2909
Cl 3.0747 7.8211 -1.2979 0.011 -0.041 0.101 -0.1024
H 4.2570 7.6181 0.7125 -0.048 -0.072 0.011 0.3233
Cl 2.9329 1.2794 -0.6215 -0.021 0.057 0.041 -0.1051
Cl -0.8541 -2.6815 -5.2027 0.039 -0.016 0.036 -0.1193
Cl -4.3496 -2.4880 7.7948 0.096 0.049 -0.101 -0.1029
Cl 0.7070 2.4624 0.8505 0.006 0.108 0.062 -0.0780
Cl -5.5815 -3.0052 5.2203 0.139 0.053 -0.005 -0.1027
Cl -1.0600 -5.4438 -1.8732 0.071 0.037 0.061 -0.1093
Cl -4.8709 4.6063 2.9289 0.028 0.053 0.019 -0.1119
N -0.7301 -0.8020 3.3721 0.152 0.298 -0.011 0.1144
C 2.0064 2.7527 -0.3309 0.142 -0.105 -0.372 0.2316
C -1.9353 1.4614 4.4623 0.471 0.068 -0.432 0.4207
Cl 1.3423 3.3748 -1.8351 0.020 -0.008 0.141 -0.0840
C -1.5098 0.3853 5.2836 0.663 0.960 -0.554 -0.2620
H -3.3085 -3.0365 5.7722 -0.001 0.095 -0.017 0.2045
H -1.6244 0.3910 6.3676 0.184 0.095 -0.402 0.5002
H -0.0790 -1.9996 -8.2402 -0.009 0.036 -0.032 0.0010
F 1.7672 -0.2715 2.0078 -0.343 -0.388 0.098 -0.1734
H -2.0699 3.4439 4.6621 -0.653 0.093 -0.239 0.3673
C 1.3016 -1.3946 1.4534 0.544 1.184 -0.289 0.4604
H 0.7972 -5.5404 -0.4505 0.006 0.059 -0.027 0.3298
Cl 0.7474 -0.4822 -4.1880 0.019 -0.024 0.077 -0.1082
C 0.7487 -2.1871 -4.6496 -0.044 0.031 -0.093 0.5488
Cl 1.7501 -5.2548 -2.5724 -0.004 0.043 0.067 -0.1129
S 0.0088 -2.1604 2.5890 -0.183 -3.639 -0.315 1.1530
H -5.3520 6.3291 4.4459 0.077 -0.023 0.005 0.3583
H -1.0519 0.1373 1.4767 0.173 -0.423 0.503 0.6717
C -1.1731 0.2197 2.5626 -0.203 0.392 -0.969 -0.8188
H 1.0048 -2.7763 -3.7772 -0.013 0.026 -0.042 -0.2718
H -2.0939 2.1485 2.3860 0.173 -0.434 0.109 0.6423
F 0.7782 -1.1012 0.2608 0.207 0.557 1.119 -0.0929
Cl 0.5408 -3.2414 -0.8581 -0.083 -1.094 -0.724 0.0507
Cl 0.8020 -1.6788 -10.3880 -0.025 -0.010 0.085 -0.1203
Cl 6.0882 -3.4454 -6.8024 -0.062 -0.034 0.006 -0.1227
N -2.5028 2.5898 5.0003 1.494 -1.582 0.474 -0.2419
O 0.7269 -3.0097 3.4704 0.540 1.462 0.877 -0.6132
C 0.5404 -4.9514 -1.3230 -0.134 -0.114 -0.187 -0.0164
C -1.7547 1.3403 3.0391 -0.194 0.169 1.248 -0.6403
Cl 6.4115 -4.4104 -9.5215 -0.064 -0.012 0.044 -0.1206
C -4.9535 5.3260 4.5401 -0.164 -0.259 -0.026 0.0321
Cl -0.3653 0.2966 -8.6045 0.025 -0.059 0.046 -0.1239
F -0.5415 -1.6796 5.4961 0.048 -0.083 -0.620 -0.2383
Cl 1.9578 -2.4906 -5.8973 0.018 0.002 0.001 -0.0667
H -2.3862 2.5143 6.0100 -0.490 0.637 -0.078 0.2498
F 2.2856 -2.2559 1.3570 -0.451 0.060 -0.030 -0.1778
Cl -6.0239 4.3967 5.5850 0.069 0.063 -0.039 -0.0984
C 5.2624 -3.8264 -8.3174 0.101 0.061 -0.068 0.0505
H 2.6751 3.5024 0.0838 -0.176 -0.324 -0.091 0.0437
```
Positions in Å, forces in eV/Å.